--- A ---
A structure of composition C6H11Br3. Source: the OMol25 dataset; level of theory: wB97M-V/def2-TZVPD.

Calculated values
HOMO energy (spin up / spin down) in eV: -7.9 / -8.1
Charge: 0

```
20
Properties=species:S:1:pos:R:3:mulliken_charge:R:1
C 0.8895 -0.7207 1.0768 -1.65
C 1.3509 1.5133 0.2090 -2.30
C -0.9542 0.9483 0.8913 -1.57
C -1.6930 -1.9379 -0.8939 -0.58
C 0.3177 0.3447 0.1964 2.13
C 0.1503 -0.0357 -1.2771 -0.67
Br -1.6233 -2.8232 -2.4505 -0.04
Br 1.3253 -1.0925 -2.1595 0.01
Br -0.6176 1.3013 -2.3748 -0.02
H 1.7826 -1.2477 0.7105 0.34
H 1.2702 -0.1963 2.0046 0.42
H 0.0328 -1.3817 1.4124 0.36
H 2.2383 1.1533 -0.2160 0.53
H 1.1506 2.2634 -0.4081 0.65
H 1.4954 1.8487 1.2146 0.53
H -0.8502 2.0186 0.8746 0.43
H -1.8731 0.7127 0.3903 0.35
H -1.1115 0.6993 1.9327 0.38
H -1.0407 -2.3593 -0.0766 0.33
H -2.2403 -1.0084 -1.0566 0.36
```

***

--- B ---
A structure of composition C6H11Br3. Source: the OMol25 dataset; level of theory: wB97M-V/def2-TZVPD.

Calculated values
HOMO energy in eV: -9.7
Charge: 0

```
20
Properties=species:S:1:pos:R:3:mulliken_charge:R:1
C 2.3241 0.1885 -0.3273 -1.61
C -0.3342 0.1756 -1.8890 -1.55
C -1.4244 -0.1315 1.9860 -1.16
C 1.0457 -0.4524 0.2382 -0.17
C -0.1439 0.3292 -0.3850 0.33
C -1.4698 -0.2072 0.4712 0.02
Br 0.0085 2.2224 0.1085 0.03
Br -3.1241 0.7622 -0.1519 -0.04
Br -1.8291 -2.0541 0.0101 -0.03
H 3.0731 -0.5157 -0.1577 0.44
H 2.4185 1.0908 0.0771 0.53
H 2.3723 0.2727 -1.3835 0.35
H -1.1385 0.6782 -2.3518 0.47
H -0.2731 -0.7990 -2.3229 0.41
H 0.5314 0.5694 -2.4776 0.39
H -2.4239 -0.4677 2.2943 0.45
H -1.0706 0.9598 2.3534 0.26
H -0.5760 -0.7582 2.4558 0.36
H 0.9440 -0.3052 1.4107 0.15
H 1.0899 -1.5578 0.0411 0.36
```

***

Result of the stability comparison: B is the most stable of them.

***

--- A ---
A cluster of 2 separate species, C5H12N2 in total. Source: the OMol25 dataset; level of theory: wB97M-V/def2-TZVPD.

Calculated values
HOMO energy in eV: -19.2
Charge: +2

```
19
Properties=species:S:1:pos:R:3:mulliken_charge:R:1
C 0.0758 0.8789 0.9879 0.27
C 1.1702 -0.9869 -0.1904 -0.60
C -0.5605 3.0454 2.1534 -0.68
C -0.0415 -0.7283 -2.3619 -0.76
C -0.6207 -2.3782 -0.6108 -0.96
N 0.1951 1.8475 1.7017 0.01
N 0.1878 -1.3269 -0.9851 0.21
H 1.9037 -0.3568 -0.6308 0.48
H 1.3729 -1.5126 0.7283 0.45
H 0.0762 3.8291 1.7235 0.36
H -0.8295 3.1796 3.1368 0.32
H -1.4279 3.0847 1.5496 0.36
H -1.1006 -1.0956 -2.7269 0.29
H -0.0088 0.2953 -2.2862 0.40
H 0.8469 -1.0547 -3.1027 0.33
H -0.1369 -3.3734 -0.9799 0.39
H -0.5849 -2.6716 0.4637 0.35
H -1.6401 -2.3542 -0.8477 0.38
H 1.1228 1.6789 2.2775 0.39
```

***

--- B ---
The ion C5H12N2 with charge +2. Source: the OMol25 dataset; level of theory: wB97M-V/def2-TZVPD.

Calculated values
Structure (SMILES): C=[NH+]/C=C/CC[NH3+]
HOMO energy in eV: -17.7
Charge: +2

```
19
Properties=species:S:1:pos:R:3:mulliken_charge:R:1
C 1.1715 1.7107 -0.7685 -0.38
C 0.7985 0.1922 -0.2907 -0.61
C -0.5752 -0.4094 -0.2799 -0.20
C -0.9971 -1.0410 0.8441 -0.45
N -2.0557 -2.0174 0.8414 -0.05
C -3.2903 -1.7377 1.1872 -0.06
N 2.7535 1.5533 -1.0877 -0.49
H 1.0763 2.5246 0.0470 0.33
H 0.5041 1.8255 -1.6763 0.36
H 1.1794 0.0790 0.7560 0.38
H 1.5113 -0.3251 -0.9319 0.40
H -1.3348 0.0179 -0.8978 0.34
H -0.7212 -0.7664 1.8995 0.35
H -1.8835 -3.0391 0.8175 0.33
H -4.0421 -2.5169 1.2611 0.30
H -3.6489 -0.7599 1.6752 0.30
H 3.2763 1.0407 -0.2898 0.40
H 3.0771 2.4946 -1.1006 0.38
H 3.2008 1.1743 -2.0058 0.37
```

***

Result of the stability comparison: B is the most stable of them.

***

--- A ---
The ion C6H14N4 with charge +2. Source: the OMol25 dataset; level of theory: wB97M-V/def2-TZVPD.

Calculated values
Structure (SMILES): CN[n+]1c[nH][n+](C(C)C)c1
HOMO energy in eV: -17.7
Charge: +2

```
24
Properties=species:S:1:pos:R:3:mulliken_charge:R:1
C -0.7071 -0.0002 -1.5598 -0.20
C -0.4512 -0.9522 0.4084 0.07
C 0.3248 1.8899 1.9739 -1.11
C 2.6249 0.8202 1.1421 -1.52
C -2.6161 -2.1265 -2.4021 -0.80
C 1.1355 0.6758 1.5765 0.19
N 0.2527 0.6467 -0.8838 -0.12
N -1.0424 -1.1042 -0.8376 0.44
N 0.3921 0.0556 0.3499 0.36
N -1.7592 -2.1536 -1.2104 -0.63
H -1.0824 0.2454 -2.4508 0.57
H -0.5764 -1.5020 1.3826 0.46
H 0.5694 2.8170 1.2764 0.32
H 0.7825 2.2585 2.9185 0.41
H -0.7205 1.5179 1.9875 0.36
H 2.5539 1.6061 0.4506 0.48
H 3.0583 0.0149 0.7091 0.44
H 3.0902 1.0883 2.0355 0.45
H -3.0711 -1.2118 -2.4512 0.35
H -1.8761 -2.1604 -3.3210 0.34
H -3.1194 -3.0045 -2.3911 0.32
H 1.2448 -0.1187 2.4702 0.30
H 0.9540 1.3091 -1.1848 0.26
H -1.8456 -3.0170 -0.6951 0.27
```

***

--- B ---
The ion C6H14N4 with charge +2. Source: the OMol25 dataset; level of theory: wB97M-V/def2-TZVPD.

Calculated values
Structure (SMILES): CN1CC[C@H](C(N)=[NH2+])C1=[NH2+]
HOMO energy in eV: -18.3
Charge: +2

```
24
Properties=species:S:1:pos:R:3:mulliken_charge:R:1
C 0.1029 -0.8594 0.4005 0.50
C 1.4697 0.5705 -1.4281 0.62
C -0.3756 1.5618 0.0476 -1.04
C -1.2764 0.8855 1.0657 -0.60
C 0.9293 0.6061 -0.0706 -0.10
C -2.0553 -1.3681 1.6486 -0.95
N -0.9778 -0.5493 0.9916 -0.05
N 2.8009 0.4961 -1.5174 -0.34
N 0.7534 -1.9899 0.2285 -0.31
N 0.6136 0.7087 -2.4268 -0.27
H -0.8218 1.6561 -0.9077 0.32
H -0.2517 2.5150 0.4609 0.39
H -0.8287 1.0613 2.0217 0.40
H -2.3355 1.2646 1.0294 0.47
H 1.6187 0.7358 0.7506 0.50
H -1.8996 -1.2899 2.6640 0.39
H -2.9426 -0.6926 1.5622 0.32
H -2.1875 -2.2217 1.0543 0.46
H 3.4607 0.4213 -0.8060 0.24
H 3.1793 0.5063 -2.5026 0.26
H 1.6124 -1.8002 -0.1902 0.20
H 0.4653 -2.8255 0.6246 0.22
H -0.3389 0.7726 -2.4063 0.13
H 1.0583 0.5495 -3.2890 0.26
```

***

Result of the stability comparison: B is the most stable of them.

***

--- A ---
An isolated molecule of C3H6FN3. Source: the OMol25 dataset; level of theory: wB97M-V/def2-TZVPD.

Calculated values
Structure (SMILES): [H]/N=C\N(N)/C=C\F
HOMO energy in eV: -8.4
Charge: 0

```
13
Properties=species:S:1:pos:R:3:mulliken_charge:R:1
C -0.3495 -1.3755 -0.4199 0.05
C 0.1993 1.0636 0.2988 -0.10
C -0.8007 1.8668 -0.1444 -0.24
H 2.2187 -1.2412 0.1329 0.26
H 1.3722 -1.1772 1.6223 0.24
H 0.2232 -2.2914 -0.2550 0.39
H -1.9456 -0.4718 -1.1085 0.32
H 0.9937 1.5108 0.8604 0.34
H -0.6980 2.9290 0.0767 0.31
N 1.6286 -0.7138 0.7622 -0.77
N 0.4373 -0.3196 0.1464 0.14
N -1.3925 -1.3098 -1.1087 -0.70
F -1.8867 1.5303 -0.8630 -0.25
```

***

--- B ---
An isolated molecule of C3H6FN3. Source: the OMol25 dataset; level of theory: wB97M-V/def2-TZVPD.

Calculated values
Structure (SMILES): NN/C=N\C=C\F
HOMO energy in eV: -8.5
Charge: 0

```
13
Properties=species:S:1:pos:R:3:mulliken_charge:R:1
C -1.1110 1.0843 0.0955 0.10
C 1.0165 0.1179 -0.4788 0.00
C 2.2994 0.3041 -0.6633 -0.25
H -0.7660 -1.7591 -0.0462 0.34
H -0.5744 -1.0172 1.5469 0.27
H -2.7449 -0.0532 0.6971 0.25
H -1.7562 2.0035 0.0910 0.33
H 0.7299 -0.9892 -0.5649 0.06
H 2.7527 1.2631 -0.7138 0.42
N -1.2464 -1.2211 0.7647 -0.69
N -1.8318 -0.0753 0.3032 -0.07
N 0.1148 1.1142 -0.1664 -0.50
F 3.1175 -0.7722 -0.8648 -0.27
```

***

Result of the stability comparison: A is the most stable of them.

***

--- A ---
A cluster of 16 separate species, C4H41NO16 in total. Source: the OMol25 dataset; level of theory: wB97M-V/def2-TZVPD.

Calculated values
HOMO energy in eV: -8.4
Charge: 0

```
62
Properties=species:S:1:pos:R:3:mulliken_charge:R:1
C -1.2875 -0.0258 0.2223 -0.69
N -0.0815 -0.4805 -0.4640 0.68
C 0.9814 -0.4435 0.5639 -0.82
C 0.2240 0.2501 -1.7379 -0.25
C 1.1432 1.4578 -1.5848 -0.19
O 0.4187 2.6871 -1.7578 -0.71
H -1.2710 1.0794 0.3944 0.11
H -2.2196 -0.0342 -0.3419 0.42
H -1.2634 -0.4189 1.2353 0.45
H 1.0049 0.5406 1.0455 0.34
H 1.9351 -0.6092 0.0739 0.68
H 0.6063 -1.1709 1.2936 -0.25
H -0.6511 0.5019 -2.3187 0.33
H 0.7876 -0.5230 -2.2681 -0.28
H 1.8673 1.5075 -2.3994 0.40
H 1.6279 1.5141 -0.6127 0.08
H 0.1526 3.0887 -0.9113 0.31
H 3.9720 -1.7787 1.1572 0.39
H 3.6964 -0.6200 2.1505 0.30
O 4.2484 -0.8685 1.4081 -0.68
H 0.0192 2.9740 2.5717 0.29
H -1.3120 2.3066 2.4533 0.17
O -0.4299 2.1345 2.7417 -0.58
H -2.3846 1.2616 2.8106 0.31
H -3.8129 1.1257 3.4510 0.24
O -2.9071 0.7988 3.4648 -0.62
H -0.3234 5.2609 -0.1507 0.27
H -1.2293 4.2756 0.5485 0.36
O -0.2974 4.4222 0.3166 -0.62
H 0.2821 -2.8743 0.0471 0.24
H -0.3418 -4.2658 -0.2052 0.27
O 0.3292 -3.6593 -0.5242 -0.71
H 0.6847 -3.9617 -3.5989 0.27
H 0.6941 -3.2327 -2.0772 0.52
O 0.7683 -3.1838 -3.0621 -0.77
H 0.3067 -2.0491 3.2474 0.31
H -0.4952 -3.3707 3.4314 0.27
O -0.0348 -2.8385 2.7805 -0.64
H -4.0663 -0.0689 -2.8097 0.25
H -2.6646 -0.7535 -2.7697 0.34
O -3.1891 0.0272 -2.4622 -0.59
H 3.2797 1.7785 1.5531 0.29
H 2.3753 2.5067 2.5529 0.31
O 2.5676 2.4313 1.6086 -0.63
H 3.3670 -2.5249 -0.6563 0.40
H 2.6038 -3.5320 0.0783 0.37
O 3.4985 -3.2245 -0.0247 -0.73
H 2.3742 -1.2963 -2.3940 0.33
H 2.6546 -2.5995 -2.9553 0.43
O 3.1642 -1.8574 -2.5702 -0.84
H -1.9383 -2.9443 -3.1832 0.28
H -0.7421 -2.2444 -3.6268 0.36
O -1.7071 -2.0794 -3.5824 -0.69
H -2.5137 2.9626 -0.0321 0.39
H -3.8178 3.0733 0.7620 0.29
O -2.8617 3.1192 0.8773 -0.69
H 0.1373 0.2323 3.3941 0.24
H -0.9631 -0.2935 4.3669 0.30
O -0.1063 -0.4868 3.9874 -0.63
H -2.7723 1.6662 -1.8664 0.38
H -1.5664 2.7221 -1.9139 0.45
O -2.5209 2.6079 -1.7276 -0.80
```

***

--- B ---
A cluster of 16 separate species, C4H41NO16 in total. Source: the OMol25 dataset; level of theory: wB97M-V/def2-TZVPD.

Calculated values
HOMO energy in eV: -8.9
Charge: 0

```
62
Properties=species:S:1:pos:R:3:mulliken_charge:R:1
C 1.0001 0.2781 -0.2413 0.01
N 0.3668 0.6514 -1.5174 0.23
C -1.0908 0.8289 -1.3584 -1.15
C 0.7218 -0.0864 -2.8170 -0.76
C 0.9372 -1.6369 -2.5815 -0.36
O 1.9525 -1.7678 -1.6480 -0.50
H 1.0901 -0.8054 -0.1506 0.49
H 2.1034 0.4106 -0.2185 -0.71
H 0.4350 0.7260 0.6312 0.35
H -1.3909 1.2264 -0.3887 0.05
H -1.6210 0.0232 -1.7563 0.63
H -1.4106 1.7780 -1.9360 0.32
H 1.7199 0.3451 -3.0679 0.25
H -0.1699 0.1710 -3.4740 0.45
H 1.2354 -2.1197 -3.5022 0.54
H 0.0028 -2.1754 -2.1567 0.04
H 2.5812 -2.5163 -1.6578 0.37
H -1.9793 -3.3071 1.7048 0.35
H -0.9041 -2.7133 2.7146 0.43
O -1.3079 -3.5217 2.3401 -0.69
H -0.9732 -4.6035 -0.6835 0.26
H -1.5797 -3.8951 0.5585 0.23
O -1.3218 -3.7712 -0.3803 -0.53
H 2.5217 -0.0327 4.1757 0.24
H 2.9005 -0.7336 2.8147 0.40
O 2.1454 -0.5942 3.4926 -0.64
H 2.3402 -3.7847 0.0556 0.34
H 1.6781 -4.4262 -1.2110 0.30
O 2.4774 -4.4293 -0.6578 -0.66
H -1.9004 2.4366 2.6948 0.38
H -0.9053 3.3667 3.5228 0.29
O -1.4533 3.2768 2.7331 -0.70
H -0.9697 3.1517 0.9992 0.42
H -0.0749 2.4847 -0.0256 0.11
O -0.4774 3.3377 0.1932 -0.65
H -1.3356 0.2888 2.6044 0.44
H -2.8332 0.7083 2.2349 0.42
O -2.1870 0.5811 2.9357 -0.78
H 2.0188 3.6593 -1.3914 0.36
H 1.9915 2.1925 -2.0335 0.21
O 2.5165 2.8432 -1.5253 -0.65
H -3.3661 -3.0446 -0.6911 0.28
H -4.1931 -1.9431 0.1113 0.29
O -3.6645 -2.1427 -0.6630 -0.59
H -3.8332 -0.1254 0.2741 0.31
H -4.3833 1.3360 0.6699 0.35
O -4.1622 0.4440 0.9552 -0.68
H -3.2395 1.3639 -2.6566 0.37
H -4.3003 0.4315 -2.3627 0.32
O -4.1603 1.4008 -2.3421 -0.63
H 0.3063 4.3208 -1.7133 0.28
H 0.0396 4.8779 -0.3248 0.39
O 0.5424 5.0771 -1.1451 -0.74
H 3.2014 -0.5014 0.6232 0.36
H 4.4926 0.1488 1.2806 0.32
O 3.8150 -0.5195 1.3449 -0.71
H 0.9744 -1.1837 2.5941 0.49
H 0.1055 -1.3102 3.8214 0.26
O 0.0343 -1.2410 2.8542 -0.78
H 4.4204 2.3169 -0.7561 0.32
H 3.9441 1.0818 -1.2761 0.27
O 4.5762 1.3663 -0.6234 -0.64
```

***

Result of the stability comparison: A is the most stable of them.